[1]
47
Properties=species:S:1:pos:R:3:nbo_charge:R:1 method="wB97M-V/def2-TZVPD" largest_force_ev_per_a=2.9 e_above_lowest_kj_mol=0.0 spin_multiplicity=2 orbital_gap_ev="7.308 / 7.113" e_homo_ha="-0.164 / -0.157" charge=-1
Se 1.62715 2.67301 -0.96561 -0.317
Mn -0.04529 1.01011 0.19220 1.249
F 3.40071 0.56414 -2.42259 -0.307
F -1.51927 0.80671 -4.71394 -0.305
F 0.41205 -0.77139 -5.78253 -0.300
F -1.02309 2.18589 -2.43399 -0.301
F 2.83972 -0.93783 -4.59177 -0.303
O -1.80155 1.71276 0.92724 -0.787
O -0.61342 -0.70119 -0.79847 -0.808
N 0.48207 1.11102 2.42509 -0.503
N 1.69986 -0.36776 0.62052 -0.489
C 2.05641 -1.44693 0.04484 0.173
C -0.31817 0.74374 -4.12720 0.300
C 1.69307 -3.47845 -1.26074 -0.139
C 1.21211 -2.24124 -0.80824 -0.256
C 0.66374 -0.06251 -4.67649 0.251
C 2.18053 0.64712 -2.96485 0.307
C -2.45075 1.76975 4.50196 -0.136
C -0.03820 1.47777 -2.99648 0.301
C 1.22651 1.48362 -2.38980 -0.300
C -0.86319 -2.70477 -1.98253 -0.259
C 1.90343 -0.13140 -4.07248 0.259
C -0.10774 -1.81738 -1.16893 0.414
C 0.92369 -4.32554 -2.02294 -0.312
C -2.38780 1.84224 2.04816 0.419
C -1.72985 1.62853 3.30391 -0.272
C -0.37150 -3.92531 -2.37512 -0.190
C -4.42670 2.35514 3.29436 -0.191
C 1.83395 0.68626 2.77558 -0.232
C -3.76428 2.21041 2.10417 -0.255
C -0.34925 1.24399 3.38763 0.185
C 2.60348 0.31601 1.50776 -0.248
C -3.77480 2.13043 4.51771 -0.318
H 3.07353 -1.83059 0.20274 0.151
H -4.26637 2.37814 1.15963 0.210
H 1.79534 -0.17658 3.45096 0.179
H 2.35975 1.49873 3.28769 0.192
H 0.00318 1.04975 4.41057 0.145
H -0.99463 -4.58455 -2.96889 0.199
H -5.47157 2.64510 3.29679 0.198
H 2.93055 1.23669 1.02109 0.232
H 1.30709 -5.28629 -2.34183 0.200
H 3.48804 -0.28846 1.74905 0.171
H -1.93317 1.58294 5.43874 0.192
H -4.31113 2.23997 5.45155 0.199
H 2.70432 -3.76787 -0.98978 0.194
H -1.85855 -2.38390 -2.26475 0.209



[2]
123
Properties=species:S:1:pos:R:3:lowdin_charge:R:1 method="wB97M-V/def2-TZVPD" largest_force_ev_per_a=3.4 orbital_gap_ev=8.254 e_homo_ha=-0.294 charge=0
Br 5.50758 -3.01536 -3.49633 0.635
Br 1.92332 0.07659 -4.00207 0.589
Br -2.56137 3.18427 -6.53128 0.552
Br -0.25388 4.87405 -5.18620 0.616
P 0.82073 3.67018 -0.23423 0.594
P -4.94614 3.11861 2.50379 0.661
P 2.63797 -5.33335 -1.03781 0.646
O -1.00780 -1.19858 0.66767 0.024
O -0.07079 2.68344 -0.85258 -0.274
O -6.25348 2.45712 2.81084 -0.317
O 2.39633 -4.04755 -1.78385 -0.323
O -2.26666 -3.88471 4.70798 0.053
N 0.03712 5.22061 -0.31271 -0.280
N 1.20194 3.31387 1.39591 -0.286
N 3.58635 -5.11758 0.40935 -0.282
N -4.31251 2.22192 1.19498 -0.311
N 1.13844 -6.03278 -0.56247 -0.299
N -4.94775 4.78825 1.99571 -0.305
N 2.31520 3.93682 -1.02518 -0.316
N -3.71133 3.02335 3.78390 -0.300
N 3.46920 -6.56092 -1.86990 -0.320
C -3.95253 2.26585 5.03249 -0.113
C -0.02751 5.80640 -1.65271 -0.137
C -0.71026 3.19049 -4.34503 -0.715
C -5.58227 5.09809 0.71310 -0.120
C 1.01895 -1.40474 -0.49589 -0.024
C -1.14178 5.54787 0.54619 -0.100
C 3.97463 -7.78543 -1.33486 -0.159
C -1.28045 2.21943 -5.34708 -0.652
C -2.00892 -4.18700 3.54833 -0.465
C -1.03154 -0.17284 -1.49353 -0.038
C 3.26121 -6.71662 -3.30311 -0.102
C -0.13885 -5.90276 -1.24437 -0.117
C 3.15010 -4.36900 1.61757 -0.097
C -5.04893 5.86463 2.97186 -0.127
C 3.27058 -1.34131 -3.31503 -0.596
C 4.56074 -1.43222 -4.14692 -0.653
C -2.97632 -4.94898 2.63368 -0.026
C 5.01787 -5.02823 0.32045 -0.156
C -2.31854 3.35752 3.59811 -0.138
C 1.89908 4.35812 2.22087 -0.109
C 1.43543 1.90819 1.82837 -0.081
C -0.42696 -0.93478 -0.39221 -0.465
C 3.14417 5.01736 -0.62995 -0.157
C -4.44293 0.75506 1.14713 -0.088
C -3.12562 2.71466 0.50292 -0.147
C 2.90258 2.93246 -1.98436 -0.077
C -0.71781 -3.81430 2.84519 -0.031
C 1.20561 -7.38014 0.10947 -0.100
H -1.06832 5.80405 -1.97645 0.073
H 3.91948 3.12586 -2.32586 0.089
H 1.14872 -2.20340 -1.22624 0.053
H -4.59369 6.77681 2.58613 0.073
H 3.56221 5.41395 -1.55518 0.087
H 2.19529 -6.86813 -3.47330 0.082
H -5.31831 6.08344 0.32904 0.084
H 3.51288 -8.69930 -1.70863 0.086
H 1.47983 -8.12986 -0.63269 0.064
H -4.98938 2.35520 5.35658 0.076
H -3.14423 2.42893 -0.54881 0.082
H 2.62824 5.73058 0.01289 0.071
H -1.79500 0.53397 -1.16851 0.066
H -0.19046 -4.86200 -1.56414 0.074
H 3.99388 4.65360 -0.05223 0.074
H -0.05845 -3.17071 3.42756 0.086
H 2.87858 2.02126 -1.38667 0.057
H 3.56704 -4.83444 2.51067 0.080
H 5.03693 -7.79258 -1.57892 0.086
H -6.66871 5.01053 0.72169 0.081
H 2.07209 -4.50868 1.69804 0.054
H -3.99139 -4.97783 3.02978 0.080
H 2.76250 -2.30532 -3.34058 0.015
H 0.24031 -7.68162 0.51619 0.078
H 3.89940 -7.76346 -0.24768 0.071
H 2.95164 4.45866 1.95612 0.059
H 5.18846 -0.55910 -3.96882 0.053
H -0.12140 -6.58676 -2.09287 0.079
H 3.47659 -1.11366 -2.26916 0.048
H -4.44100 5.73118 3.86668 0.073
H -2.97295 -4.57024 1.61159 0.072
H 5.46252 -4.03504 0.25757 0.081
H 2.17024 2.73138 -2.76626 0.013
H 4.49542 -1.54180 -5.22943 0.054
H -0.23598 0.39480 -1.97619 0.021
H 5.51947 -5.50970 1.15990 0.084
H -4.32982 0.33906 0.14601 0.078
H 1.73362 4.14071 3.27608 0.078
H 5.38758 -5.52344 -0.57742 0.064
H -2.21777 4.04714 2.76004 0.041
H -1.83993 3.77684 4.48310 0.084
H -2.23667 2.39586 1.04717 0.067
H -3.42607 2.69753 5.88372 0.068
H -0.99038 -6.08387 -0.58848 0.077
H 2.42267 1.56194 1.52250 0.075
H -1.47941 3.35782 -3.59103 0.062
H 1.74108 -0.60227 -0.64647 0.065
H -2.62513 -5.97887 2.56980 0.078
H -1.01264 -3.37670 1.89143 0.059
H -0.13893 -4.72460 2.68912 0.071
H -1.12516 4.99089 1.48299 0.044
H 0.09662 2.72155 -3.78190 0.026
H 3.66456 -5.86598 -3.85249 0.063
H -1.62156 1.34928 -4.78618 0.070
H 3.43307 -3.31961 1.69996 0.081
H -6.08931 6.10604 3.18963 0.083
H -1.46322 -0.92287 -2.15627 0.100
H -3.72433 0.32379 1.84406 0.083
H 0.27124 6.85457 -1.63885 0.082
H -0.55593 1.81204 -6.05221 0.045
H -2.09235 5.35570 0.04862 0.064
H -5.29828 4.29783 0.02970 0.065
H -3.05415 3.80209 0.48082 0.028
H -1.10647 6.54920 0.97536 0.082
H 1.55693 5.38623 2.10236 0.068
H 0.65845 1.35474 1.30102 0.061
H -3.55819 1.25230 4.95942 0.078
H 3.84717 -7.53070 -3.72976 0.085
H 1.40919 -1.87778 0.40524 0.071
H -1.81791 2.43305 3.31029 0.078
H 1.97405 -7.33335 0.88111 0.068
H -5.49782 0.61480 1.38299 0.071
H 0.56503 5.21897 -2.35407 0.033
H 1.35552 1.86348 2.91452 0.080



[3]
63
Properties=species:S:1:pos:R:3:lowdin_charge:R:1 method="wB97M-V/def2-TZVPD" largest_force_ev_per_a=1.5 orbital_gap_ev=9.004 e_homo_ha=-0.405 charge=+1
V -0.51720 -0.28994 -0.89111 0.831
S 4.31677 -0.79324 0.11616 0.809
S -2.87218 1.44276 -2.97152 0.895
S -3.46434 0.51454 1.41976 0.874
S 0.87707 2.87609 -1.25432 0.899
S 0.44078 0.27881 2.34508 0.920
O 4.92909 -0.25261 1.36398 -0.548
O 0.55809 -0.15844 0.91438 -0.589
O 0.72695 -3.52849 0.76498 0.046
O -1.41200 -1.59947 -0.81952 -0.298
O -1.47059 -3.93742 1.14103 0.167
O -0.10233 1.84840 -0.77021 -0.615
O 0.82007 -0.55573 -1.72404 -0.325
O -1.89992 0.59321 -2.26221 -0.582
O 0.11624 -4.73690 2.53273 0.051
O -2.12183 0.43157 0.78354 -0.613
C 2.13230 0.34031 2.87807 -0.230
C -4.27380 -1.03997 1.02143 -0.219
C 1.49225 -5.06280 2.26686 -0.101
C -0.33341 -4.05589 1.44511 -0.558
C -3.20475 0.09853 3.13943 -0.246
C -4.27742 1.58515 -1.89484 -0.233
C 1.33246 2.44885 -2.91442 -0.234
C 0.15269 2.03293 2.35676 -0.244
C 5.69732 -1.20702 -0.96902 -0.249
C 1.92715 -3.84636 1.44910 -0.125
C -3.65189 0.43441 -4.19552 -0.238
C 3.75633 0.61782 -0.83580 -0.277
C -0.13514 4.29213 -1.66623 -0.226
H 2.00043 -5.26753 3.20286 0.133
H -4.50905 0.59985 -1.49392 0.045
H -0.92828 3.97927 -2.34417 0.053
H -0.60265 4.61596 -0.73595 0.061
H -2.88868 -0.94317 3.20260 0.069
H -4.14182 0.23174 3.68345 0.066
H 6.39673 -1.82821 -0.41942 0.055
H -4.71121 -0.96489 0.02962 0.041
H 2.26799 -3.03509 2.09553 0.117
H 2.51294 -0.67656 2.85321 0.046
H -2.94007 0.10859 -4.95213 0.069
H 0.84685 2.52261 1.67502 0.049
H 0.48195 5.08821 -2.07497 0.067
H 0.31539 2.40883 3.36926 0.073
H 0.51415 2.12158 -3.55405 0.073
H 1.50693 -5.96247 1.64497 0.135
H 2.70531 -4.12722 0.74469 0.131
H -3.51137 -1.81859 1.05237 0.062
H -5.07812 -1.21244 1.73539 0.067
H -5.14284 1.93190 -2.45937 0.072
H 6.20759 -0.25697 -1.15350 0.057
H -2.45158 0.71971 3.61913 0.046
H 1.84150 3.31460 -3.34231 0.071
H 5.31821 -1.60827 -1.90493 0.057
H -4.04011 2.27718 -1.09076 0.055
H -4.36819 1.07421 -4.71842 0.068
H 3.73826 0.40227 -1.90054 0.055
H 2.77329 0.87646 -0.44328 0.002
H -4.15045 -0.43172 -3.76384 0.076
H 2.72501 0.97961 2.22610 0.058
H 2.18801 0.74816 3.88806 0.075
H -0.86515 2.27346 2.06542 0.044
H 2.03719 1.61936 -2.87249 0.033
H 4.41306 1.46833 -0.63331 0.074



[4]
94
Properties=species:S:1:pos:R:3:lowdin_charge:R:1 method="wB97M-V/def2-TZVPD" largest_force_ev_per_a=5.7 spin_multiplicity=3 orbital_gap_ev="6.029 / 6.120" e_homo_ha="-0.512 / -0.511" charge=+2
Pt -1.97135 2.79907 2.10352 0.758
F 0.88882 -4.90239 -3.00141 0.145
F 2.23124 0.51163 -4.58490 0.147
F -3.65995 -2.34257 5.16762 0.097
O -1.70338 -5.64735 -1.86038 0.065
O -3.20360 -5.45100 -3.58123 0.141
O -2.10401 -3.58740 4.01045 0.153
O -0.47574 1.08331 0.10678 0.052
O 3.24805 -3.22672 1.37908 -0.055
O 6.25098 0.48527 -4.98481 0.164
O 4.28911 -0.19430 -4.08068 0.136
O -3.56610 -4.04467 2.56544 0.101
O 4.78528 1.92512 -4.03489 0.074
O -1.34301 -4.12372 -3.36456 0.127
O -1.97562 -5.61406 3.04121 0.128
O 0.29642 0.93055 2.05788 0.031
O -6.89053 0.55826 -1.35293 -0.067
O 0.81625 -0.60224 0.60112 0.079
O 2.54419 6.54400 0.45967 -0.195
N -4.63790 0.49158 -3.10203 -0.276
N -0.17103 5.47956 1.47602 0.052
N 4.65152 -1.81171 4.02139 -0.334
C -2.49644 -4.49117 3.18747 -0.595
C -5.76076 0.16892 -4.16737 0.024
C 3.16962 -3.62976 2.77107 -0.174
C 3.08443 0.42581 -3.62623 -0.373
C 4.43522 -3.29318 3.66342 -0.069
C 3.66163 1.73745 -3.11805 -0.033
C 3.38761 5.37295 0.21683 -0.087
C -2.88246 -2.37479 4.05662 -0.268
C -0.62610 -4.79771 -1.33826 -0.023
C -1.06478 5.91477 -0.66671 -0.079
C -6.18071 -0.70691 -1.46523 -0.185
C 3.57876 -1.05092 4.75991 0.018
C 5.15755 0.72166 -4.50770 -0.550
C -0.13334 -4.19728 -2.61918 -0.368
C -2.16133 -5.12223 -3.02631 -0.535
C -3.65255 -2.61400 2.80292 -0.053
C 1.30795 6.59732 -0.37585 -0.147
C 0.22386 5.54923 0.05629 -0.437
C -4.82151 2.06181 -2.89736 0.023
C 0.28754 0.49186 0.86615 -1.019
C -4.75194 -0.30981 -1.83021 -0.118
C 5.82776 -1.84339 4.93187 -0.013
C 5.01830 -1.00561 2.78294 0.028
C -3.24899 0.24909 -3.77110 0.050
H 2.69233 -0.09656 -2.75360 0.164
H 0.65980 5.51901 2.04897 0.071
H 5.34492 -3.80741 3.35342 0.146
H -3.06952 1.05326 -4.48468 0.105
H 1.34367 6.41401 -1.44974 0.125
H 2.93348 2.54856 -3.11698 0.137
H -2.33581 -1.44472 3.90092 0.166
H 2.62290 -0.86141 4.27154 0.112
H -0.37893 6.45425 1.63993 0.084
H -3.30696 -2.04027 1.94298 0.130
H 0.71795 4.64974 -0.31098 0.125
H -5.64324 -0.88993 -4.39786 0.110
H -4.56940 2.62278 -3.79727 0.098
H -5.58601 0.72841 -5.08636 0.105
H -2.59551 0.29602 -2.89998 0.102
H -6.66860 -1.53968 -1.97175 0.138
H -4.70394 -2.37662 2.96521 0.144
H 3.53549 -1.54608 5.72998 0.116
H -1.94464 5.39090 -0.29322 0.055
H 5.25890 0.01510 3.08022 0.113
H 3.08695 -4.71517 2.71505 0.130
H -4.36370 0.37630 -1.07747 0.127
H -4.17310 -1.23311 -1.85404 0.139
H -1.13937 -4.03871 -0.74787 0.131
H 4.18121 -3.81680 4.58505 0.129
H 4.03572 1.52450 -2.11664 0.134
H -4.16632 2.42871 -2.10727 0.097
H -3.29715 -0.72803 -4.25176 0.111
H 3.47659 5.19942 -0.85558 0.080
H 2.88303 -2.33883 1.37344 0.046
H -5.85099 2.39844 -2.77506 0.098
H 6.75391 -1.98256 4.37422 0.119
H -6.79121 0.49657 -4.02991 0.111
H 4.18094 -1.02262 2.08532 0.093
H 4.34869 5.76786 0.54622 0.092
H -1.28455 6.97103 -0.51140 0.090
H -6.11923 -1.05372 -0.43370 0.121
H -6.69960 0.80030 -0.44377 0.092
H 5.92194 -1.36997 2.29429 0.119
H 0.07150 -5.39012 -0.74623 0.150
H 3.94656 -0.05609 5.01115 0.107
H -1.09914 5.64025 -1.72102 0.082
H 5.91031 -0.95739 5.56139 0.116
H 2.28214 -3.31358 3.31926 0.119
H 3.10572 4.44125 0.70730 0.073
H 0.13744 -3.16084 -2.41778 0.165
H 1.01878 7.62834 -0.17223 0.127
H 5.67706 -2.69912 5.58999 0.112



Repeat the first record exactly.
47
Properties=species:S:1:pos:R:3:nbo_charge:R:1 method="wB97M-V/def2-TZVPD" largest_force_ev_per_a=2.9 e_above_lowest_kj_mol=0.0 spin_multiplicity=2 orbital_gap_ev="7.308 / 7.113" e_homo_ha="-0.164 / -0.157" charge=-1
Se 1.62715 2.67301 -0.96561 -0.317
Mn -0.04529 1.01011 0.19220 1.249
F 3.40071 0.56414 -2.42259 -0.307
F -1.51927 0.80671 -4.71394 -0.305
F 0.41205 -0.77139 -5.78253 -0.300
F -1.02309 2.18589 -2.43399 -0.301
F 2.83972 -0.93783 -4.59177 -0.303
O -1.80155 1.71276 0.92724 -0.787
O -0.61342 -0.70119 -0.79847 -0.808
N 0.48207 1.11102 2.42509 -0.503
N 1.69986 -0.36776 0.62052 -0.489
C 2.05641 -1.44693 0.04484 0.173
C -0.31817 0.74374 -4.12720 0.300
C 1.69307 -3.47845 -1.26074 -0.139
C 1.21211 -2.24124 -0.80824 -0.256
C 0.66374 -0.06251 -4.67649 0.251
C 2.18053 0.64712 -2.96485 0.307
C -2.45075 1.76975 4.50196 -0.136
C -0.03820 1.47777 -2.99648 0.301
C 1.22651 1.48362 -2.38980 -0.300
C -0.86319 -2.70477 -1.98253 -0.259
C 1.90343 -0.13140 -4.07248 0.259
C -0.10774 -1.81738 -1.16893 0.414
C 0.92369 -4.32554 -2.02294 -0.312
C -2.38780 1.84224 2.04816 0.419
C -1.72985 1.62853 3.30391 -0.272
C -0.37150 -3.92531 -2.37512 -0.190
C -4.42670 2.35514 3.29436 -0.191
C 1.83395 0.68626 2.77558 -0.232
C -3.76428 2.21041 2.10417 -0.255
C -0.34925 1.24399 3.38763 0.185
C 2.60348 0.31601 1.50776 -0.248
C -3.77480 2.13043 4.51771 -0.318
H 3.07353 -1.83059 0.20274 0.151
H -4.26637 2.37814 1.15963 0.210
H 1.79534 -0.17658 3.45096 0.179
H 2.35975 1.49873 3.28769 0.192
H 0.00318 1.04975 4.41057 0.145
H -0.99463 -4.58455 -2.96889 0.199
H -5.47157 2.64510 3.29679 0.198
H 2.93055 1.23669 1.02109 0.232
H 1.30709 -5.28629 -2.34183 0.200
H 3.48804 -0.28846 1.74905 0.171
H -1.93317 1.58294 5.43874 0.192
H -4.31113 2.23997 5.45155 0.199
H 2.70432 -3.76787 -0.98978 0.194
H -1.85855 -2.38390 -2.26475 0.209